No. 1
The following is a quantum chemistry calculation of C31H22N3O3PPd as an isolated structure, from the OMol25 dataset.

As for the net charge: +2. The orbital gap (spin up / spin down) is 7.03 / 7.03 eV.

Last column: natural (NBO) charge in e.
Element x y z (Å)
Pd 0.4219 -1.4959 0.1678  0.883
O 1.9502 -1.8299 3.9134  -0.471
C 1.7056 -1.7348 2.7472  0.646
N 0.5178 -2.0226 2.0915  -0.759
C -0.6460 -2.5016 2.6633  0.636
O -0.8733 -2.7398 3.8129  -0.469
C -1.6937 -2.7453 1.5871  0.129
C -2.8731 -3.3822 1.9056  -0.180
C -3.7766 -3.6685 0.8921  -0.100
C -3.4646 -3.3157 -0.4134  -0.223
C -2.2720 -2.6656 -0.6672  0.055
N -1.4146 -2.3782 0.3170  -0.452
C 2.7541 -1.2454 1.7537  0.118
C 4.0499 -1.0529 2.1734  -0.185
C 4.9999 -0.6347 1.2507  -0.103
C 4.6143 -0.4225 -0.0638  -0.212
C 3.2945 -0.6271 -0.4214  0.066
N 2.3861 -1.0273 0.4683  -0.446
H -3.0402 -3.6538 2.9396  0.281
H -4.7075 -4.1734 1.1130  0.258
H -4.1334 -3.5364 -1.2330  0.260
H -1.9985 -2.3577 -1.6678  0.222
H 4.2841 -1.2475 3.2117  0.279
H 6.0280 -0.4827 1.5512  0.255
H 5.3226 -0.1064 -0.8162  0.256
H 2.9600 -0.4674 -1.4371  0.222
O 1.1497 -2.5268 -2.1853  -0.437
C 0.5326 -1.5665 -1.8900  0.508
C -0.1364 -0.5847 -2.7650  -0.205
C -0.2234 -0.7379 -4.1450  -0.139
C -0.9217 0.2214 -4.8623  -0.157
C -1.5145 1.3025 -4.2173  -0.157
C -1.4111 1.4645 -2.8409  -0.115
C -0.7069 0.5100 -2.1203  -0.408
P -0.3046 0.6335 -0.3797  1.363
C -1.6912 1.2345 0.5694  -0.385
C -2.8926 0.5268 0.6819  -0.189
C -3.9620 1.0900 1.3506  -0.193
C -3.8491 2.3595 1.9084  -0.130
C -2.6664 3.0729 1.7883  -0.184
C -1.5831 2.5163 1.1280  -0.179
C 1.0951 1.7159 -0.1701  -0.483
C 1.7209 2.2952 -1.2740  -0.121
C 2.8360 3.0981 -1.0824  -0.215
C 3.3322 3.3053 0.1966  -0.144
C 2.7124 2.7209 1.2985  -0.196
C 1.5935 1.9294 1.1206  -0.185
H 0.2254 -1.5936 -4.6316  0.259
H -1.0192 0.1219 -5.9351  0.255
H -2.0641 2.0338 -4.7954  0.252
H -1.8641 2.3202 -2.3562  0.239
H -3.0105 -0.4520 0.2350  0.215
H -4.8892 0.5405 1.4382  0.241
H -4.6889 2.7938 2.4340  0.247
H -2.5820 4.0643 2.2117  0.246
H -0.6677 3.0834 1.0409  0.235
H 1.3395 2.1426 -2.2757  0.222
H 3.3118 3.5655 -1.9339  0.246
H 4.2017 3.9332 0.3406  0.246
H 3.0960 2.8946 2.2951  0.248
H 1.1063 1.4865 1.9833  0.235

---

No. 2
The following is a quantum chemistry calculation of C31H22N5O2Re as an isolated structure, from the OMol25 dataset.

As for the net charge: +1. The spin multiplicity is 2. The orbital gap (spin up / spin down) is 6.77 / 6.23 eV. As for the expectation value of S²: 0.78.

Last column: Mulliken spin population.
Element x y z (Å)
Re 1.1361 -0.2747 0.6923  0.732
O -1.6807 -0.6992 3.5762  0.004
C -0.8226 -0.3199 2.8171  -0.011
N 0.0873 -1.0999 2.1267  0.004
C 0.1722 -2.5194 2.2792  0.043
C -0.5481 -3.2961 3.1735  0.000
C -0.3050 -4.6653 3.2090  0.003
C 0.6347 -5.2416 2.3728  -0.002
C 1.3683 -4.4693 1.4794  0.002
C 1.1354 -3.1031 1.4366  -0.026
N 1.8258 -2.1532 0.6374  -0.006
C 2.9584 -2.4507 -0.0700  -0.043
O 3.4459 -3.5316 -0.3042  0.014
C 3.6401 -1.1892 -0.5546  0.034
C 4.7827 -1.2401 -1.3246  -0.001
C 5.3541 -0.0475 -1.7400  0.000
C 4.7692 1.1530 -1.3638  0.000
C 3.6305 1.1251 -0.5821  0.007
N 3.0709 -0.0263 -0.1927  -0.015
C -0.6892 1.1483 2.5026  0.015
C -1.5248 2.0716 3.0966  -0.009
C -1.3583 3.4105 2.7773  0.010
C -0.3620 3.7750 1.8865  -0.004
C 0.4322 2.7885 1.3299  0.014
N 0.2653 1.4971 1.6264  -0.018
H -1.2770 -2.8503 3.8272  0.001
H -0.8612 -5.2790 3.9044  0.000
H 0.8121 -6.3079 2.4100  0.000
H 2.1043 -4.9198 0.8355  0.000
H 5.1883 -2.2095 -1.5769  0.000
H 6.2471 -0.0518 -2.3502  0.000
H 5.1877 2.1025 -1.6640  0.000
H 3.1432 2.0309 -0.2518  0.002
H -2.2801 1.7195 3.7841  0.000
H -1.9983 4.1613 3.2207  0.000
H -0.1941 4.8086 1.6205  0.000
H 1.2145 3.0209 0.6212  0.003
N 0.1651 0.2018 -0.7191  -0.104
C -0.9264 0.5478 -1.3202  0.081
C -0.8401 1.2710 -2.6000  0.032
C -1.8045 1.0654 -3.5866  0.039
C -1.7108 1.7372 -4.7948  -0.020
C -0.6708 2.6296 -5.0147  0.039
C 0.2900 2.8409 -4.0333  -0.020
C 0.2116 2.1569 -2.8339  0.037
C -2.2242 0.2497 -0.6905  0.060
C -2.4158 -0.9434 0.0086  0.047
C -3.6097 -1.1734 0.6693  -0.017
C -4.6131 -0.2129 0.6422  0.040
C -4.4329 0.9694 -0.0624  -0.021
C -3.2463 1.2000 -0.7398  0.037
H -2.6152 0.3702 -3.4124  0.003
H -2.4496 1.5645 -5.5653  0.000
H -0.6096 3.1645 -5.9529  0.002
H 1.0962 3.5405 -4.2081  0.000
H 0.9593 2.3097 -2.0653  0.009
H -1.6396 -1.6990 0.0157  -0.001
H -3.7565 -2.1008 1.2059  0.000
H -5.5428 -0.3912 1.1660  0.002
H -5.2192 1.7116 -0.0899  0.000
H -3.1003 2.1224 -1.2868  0.000

---

ΔE to the lowest compared entry with this formula, charge and spin
In order: 0.0000; 0.0000
Unit: eV